{"formula": "C16H24NOTc", "method": "wB97M-V/def2-TZVPD", "symbols": ["Tc", "O", "N", "C", "C", "C", "C", "C", "C", "C", "C", "C", "C", "C", "C", "C", "C", "C", "C", "H", "H", "H", "H", "H", "H", "H", "H", "H", "H", "H", "H", "H", "H", "H", "H", "H", "H", "H", "H", "H", "H", "H", "H"], "positions_angstrom": [[0.145278, -0.140797, 0.634880], [-0.591731, 0.797046, 2.602227], [-1.276023, 1.040966, 4.707716], [-1.843816, -0.641168, -0.307008], [0.564387, -0.489458, 4.351565], [1.532774, 1.359241, -0.245269], [-0.335577, 0.633108, -3.285315], [-1.056279, -1.996061, 1.401258], [-1.803779, 0.517613, -3.296585], [-2.067440, -1.055294, 1.041382], [2.257893, -0.091692, 1.415494], [0.241494, 1.984873, -3.190958], [-0.219530, -2.215132, 0.255729], [2.123395, -0.846980, 0.203695], [-0.712966, -1.389606, -0.815029], [1.922940, 1.273062, 1.127767], [1.666503, 0.043815, -0.821581], [0.433039, -0.399617, -4.035705], [-0.448160, 0.471054, 3.818003], [-2.877891, -0.707932, 1.674557], [0.573870, -2.947999, 0.182857], [0.424052, -0.642212, 5.430751], [1.289821, 1.955867, -2.879131], [2.382728, -1.891316, 0.077696], [1.202786, 2.254551, -0.761103], [1.946421, 2.100621, 1.831008], [-2.434562, 0.080619, -0.860814], [-0.322847, 2.601027, -2.481042], [2.637454, -0.486244, 2.351772], [0.332977, -0.259140, -5.126054], [-1.940460, 1.723608, 4.367619], [-2.217816, 0.736214, -4.295974], [-0.971674, -2.534177, 2.340012], [0.209522, 2.498280, -4.168005], [-2.252481, 1.228656, -2.594815], [0.075468, -1.412693, -3.814610], [-1.175993, 0.879504, 5.697762], [0.475251, -1.460236, 3.841383], [1.559984, -0.196016, -1.867823], [1.577516, -0.097112, 4.183063], [-0.405812, -1.432077, -1.849013], [1.504517, -0.352793, -3.811797], [-2.125215, -0.493981, -3.030553]], "forces_ev_per_a": [[0.62, -1.05, 0.42], [0.13, -0.17, 2.30], [0.26, -0.16, -0.01], [0.11, -0.80, 0.52], [0.24, -0.31, 0.22], [0.73, -0.20, 0.61], [0.14, -0.18, -0.53], [-0.23, 0.29, -0.18], [-0.47, -0.03, 0.07], [0.04, -0.30, -0.28], [0.11, 0.44, 0.01], [0.17, 0.44, 0.11], [-1.02, -0.37, -0.24], [0.56, 0.62, 0.07], [-1.36, -0.58, -0.39], [0.25, -0.08, -0.29], [0.85, 0.80, -0.37], [0.10, -0.11, -0.01], [-0.89, 1.11, -1.52], [0.34, 0.03, -0.06], [-0.28, 0.14, 0.00], [0.10, 0.01, -0.36], [-0.02, 0.10, -0.18], [-0.04, 0.33, 0.00], [0.09, -0.25, 0.19], [-0.12, -0.26, -0.16], [0.17, -0.25, 0.20], [0.10, 0.04, -0.13], [-0.14, 0.15, -0.25], [0.01, -0.03, 0.16], [0.11, -0.11, 0.14], [0.02, -0.02, 0.12], [-0.03, 0.24, -0.18], [0.02, -0.01, 0.14], [-0.08, -0.04, -0.18], [0.06, 0.06, -0.16], [-0.11, 0.07, -0.14], [0.07, 0.40, 0.11], [-0.08, 0.04, 0.25], [-0.38, -0.11, 0.05], [0.03, 0.11, 0.26], [-0.06, -0.03, -0.17], [-0.12, 0.07, -0.16]], "nbo_charge": [0.6743, -0.6750, -0.7661, -0.2623, -0.7162, -0.2645, 0.1091, -0.2676, -0.6822, -0.1936, -0.2830, -0.6832, -0.2335, -0.2127, -0.2738, -0.1964, -0.2459, -0.6886, 0.7114, 0.2564, 0.2567, 0.2356, 0.2085, 0.2587, 0.2733, 0.2610, 0.2688, 0.2124, 0.2546, 0.2362, 0.4220, 0.2312, 0.2516, 0.2313, 0.2082, 0.2099, 0.4112, 0.2510, 0.2682, 0.2507, 0.2709, 0.2091, 0.2124], "multiplicity": 4, "s_squared": 3.769, "mol_weight_da": 344.4, "charge": 1, "orbital_gap_ev": [7.7, 7.0]}

***

{"formula": "C16H24O5", "method": "wB97M-V/def2-TZVPD", "symbols": ["O", "O", "O", "O", "O", "C", "C", "C", "C", "C", "C", "C", "C", "C", "C", "C", "C", "C", "C", "C", "C", "H", "H", "H", "H", "H", "H", "H", "H", "H", "H", "H", "H", "H", "H", "H", "H", "H", "H", "H", "H", "H", "H", "H", "H"], "positions_angstrom": [[-2.088384, 0.124955, 1.651751], [-0.669017, 3.197548, 3.466071], [-1.243658, -2.159267, -0.200877], [1.240767, -1.974611, -1.189178], [0.510376, 1.669616, 4.766968], [1.748188, -2.144763, -2.500938], [0.031825, 1.204923, 2.396495], [-0.280630, -3.260659, -3.462122], [-1.150248, 1.142708, 1.458329], [-0.443458, -1.067077, 0.179016], [0.540990, -1.288622, -4.545779], [-1.418053, -2.389562, -5.384286], [1.792254, 2.226355, 4.544427], [0.549005, -0.752496, -0.961684], [1.508388, 0.384221, -0.624820], [-1.386931, 3.845684, 4.495412], [-0.488209, -1.367946, -5.468365], [0.655651, -2.236193, -3.537794], [-0.409976, 1.843666, 3.723132], [-1.313011, -3.336002, -4.378514], [-1.373679, 0.097341, 0.449745], [-1.318324, 1.336314, 4.086575], [0.953697, 1.303472, -0.467097], [2.209166, 0.537010, -1.442301], [1.714018, 3.226813, 4.110941], [-2.036717, -4.134099, -4.308031], [2.072176, 0.139119, 0.271160], [2.393747, 1.590336, 3.887252], [-2.382795, 3.403258, 4.607621], [-1.585055, 2.122052, 1.260770], [0.815753, 1.819961, 1.954513], [-1.970920, 0.356457, -0.423979], [2.445235, -1.335284, -2.755085], [-0.566424, -0.626679, -6.250075], [-0.037021, -0.494845, -1.857279], [-1.476469, 4.887566, 4.195397], [0.126551, -1.323140, 1.084372], [-0.194660, -4.000456, -2.679389], [2.268191, 2.286154, 5.521440], [0.411036, 0.207699, 2.613147], [-0.643134, -2.821948, -0.570528], [1.262373, -0.485666, -4.611148], [2.308403, -3.083492, -2.454441], [-0.857182, 3.777403, 5.449928], [-2.223834, -2.447823, -6.100751]], "forces_ev_per_a": [[-0.84, -0.69, 0.86], [0.09, -0.16, -0.21], [-0.25, -0.28, -0.05], [-0.05, -0.02, 0.20], [-0.10, -0.03, 0.12], [0.11, -0.09, -0.11], [-0.42, 0.18, 0.38], [0.06, 0.06, -0.05], [0.73, 0.66, -0.28], [0.30, 0.30, -0.07], [0.07, -0.10, 0.08], [-0.03, 0.06, -0.08], [-0.01, 0.02, -0.04], [-0.27, 0.30, 0.32], [-0.16, -0.44, -0.17], [0.01, 0.00, 0.10], [-0.06, 0.05, -0.11], [0.10, 0.07, 0.07], [-0.09, -0.35, -0.25], [-0.03, -0.10, 0.07], [0.57, -0.10, -0.79], [0.12, 0.15, -0.06], [-0.02, 0.16, 0.01], [0.08, 0.08, -0.05], [0.07, -0.02, 0.04], [-0.07, -0.07, 0.00], [0.08, 0.02, 0.13], [0.02, 0.03, 0.02], [0.01, 0.05, 0.01], [-0.02, -0.06, -0.03], [0.08, -0.03, -0.03], [-0.01, 0.01, 0.00], [-0.04, -0.09, -0.01], [-0.02, 0.05, -0.06], [0.01, -0.05, 0.13], [-0.06, 0.00, 0.08], [-0.01, 0.12, -0.08], [0.00, -0.10, 0.09], [0.07, 0.02, -0.07], [0.07, 0.00, -0.03], [-0.06, 0.12, 0.05], [0.07, 0.07, 0.02], [0.01, 0.15, -0.07], [-0.04, 0.04, -0.03], [-0.07, -0.01, -0.06]], "nbo_charge": [-0.4775, -0.5555, -0.7105, -0.5497, -0.5426, -0.0959, -0.4815, -0.2352, 0.0738, 0.0694, -0.2412, -0.2128, -0.2669, 0.0728, -0.6394, -0.2534, -0.2060, 0.0254, 0.3834, -0.1885, 0.0454, 0.1660, 0.2177, 0.2125, 0.1825, 0.2146, 0.2132, 0.1671, 0.1716, 0.1900, 0.2220, 0.1859, 0.1703, 0.2140, 0.1814, 0.1931, 0.1672, 0.2095, 0.1950, 0.2254, 0.4802, 0.2096, 0.2023, 0.1804, 0.2150], "de_lowest_kcal_mol": 28.8, "mol_weight_da": 296.4, "charge": 0, "orbital_gap_ev": 10.2}

***

{"formula": "C16H24O5", "method": "wB97M-V/def2-TZVPD", "symbols": ["O", "O", "O", "O", "O", "C", "C", "C", "C", "C", "C", "C", "C", "C", "C", "C", "C", "C", "C", "C", "C", "H", "H", "H", "H", "H", "H", "H", "H", "H", "H", "H", "H", "H", "H", "H", "H", "H", "H", "H", "H", "H", "H", "H", "H"], "positions_angstrom": [[-3.249035, -3.014205, -2.719123], [1.109842, 1.217029, 1.858909], [1.047541, -0.486439, -0.273541], [-3.152346, -3.937006, -0.583715], [-2.417818, -0.254973, 0.663173], [-0.059127, 0.331096, 0.016502], [-0.754349, 2.573305, 0.986341], [3.052892, 2.659709, 1.527186], [-4.419862, -4.558604, -0.577309], [-2.237580, -3.818973, -3.297285], [-1.864658, -1.519873, 0.426059], [3.231396, 4.007208, 1.246271], [3.895668, 1.727151, 0.933772], [5.073762, 3.482317, -0.197348], [4.241137, 4.417313, 0.392706], [0.412468, 1.635698, 0.690667], [-3.101756, -2.761374, -1.347290], [-1.796719, -2.037488, -0.988938], [-1.047777, -0.401066, 0.911678], [1.948270, 2.195212, 2.444574], [4.897915, 2.135430, 0.073366], [-2.154793, -2.279797, 1.148995], [-5.166248, -3.908393, -0.106988], [5.857442, 3.802254, -0.867872], [-3.960384, -2.111091, -1.109157], [1.122102, 2.130165, 0.008324], [-1.324531, -3.242899, -3.474927], [-1.653551, -1.220381, -1.693864], [4.373098, 5.468731, 0.183688], [-0.531571, 0.570589, -0.939714], [-4.747861, -4.798883, -1.592798], [-4.308743, -5.472909, 0.001695], [-2.008721, -4.676340, -2.659046], [2.373813, 1.694582, 3.320671], [-0.962262, -2.735245, -1.063741], [-0.765795, -0.398154, 1.962886], [3.756884, 0.677306, 1.147668], [-2.637241, -4.165803, -4.248532], [1.358867, 3.054084, 2.790993], [5.543690, 1.401758, -0.385776], [-1.298690, 2.771290, 0.067808], [-1.433289, 2.116751, 1.700590], [2.578783, 4.740087, 1.699935], [-0.396871, 3.518417, 1.387303], [1.576007, -0.527583, 0.535203]], "forces_ev_per_a": [[-0.15, 0.02, -0.02], [-0.09, -0.10, -0.06], [0.32, -0.28, 0.02], [0.23, 0.16, 0.01], [-1.26, 0.96, -0.10], [-0.22, 0.40, 0.33], [0.39, -0.25, 0.10], [-0.11, 0.02, 0.03], [-0.07, -0.02, -0.07], [0.01, -0.01, 0.04], [0.71, -0.75, -0.12], [-0.04, -0.13, 0.08], [-0.03, 0.05, 0.04], [0.03, 0.10, -0.04], [0.08, 0.10, -0.07], [-0.25, -0.04, -0.54], [0.12, 0.43, 0.11], [-0.50, -0.16, 0.10], [0.85, -0.35, 0.00], [0.10, 0.01, 0.20], [0.02, -0.12, 0.00], [0.00, 0.07, 0.03], [0.00, -0.05, 0.00], [0.06, 0.02, -0.05], [0.12, -0.16, 0.00], [-0.12, -0.14, 0.08], [0.00, -0.04, -0.02], [0.05, 0.00, -0.03], [0.02, 0.08, -0.03], [-0.02, 0.04, 0.12], [-0.01, -0.03, 0.06], [-0.10, 0.00, -0.01], [0.03, -0.01, -0.08], [-0.06, 0.15, -0.05], [0.06, 0.01, -0.05], [-0.07, 0.00, 0.01], [0.00, -0.11, 0.01], [0.10, -0.02, 0.01], [0.08, -0.07, -0.01], [0.06, -0.06, -0.04], [-0.09, 0.07, -0.11], [-0.12, -0.01, 0.10], [-0.09, 0.06, 0.04], [-0.03, 0.11, 0.03], [-0.01, 0.02, -0.07]], "nbo_charge": [-0.5444, -0.5587, -0.7090, -0.5546, -0.4945, 0.0655, -0.6449, 0.0259, -0.2532, -0.2674, 0.0824, -0.2408, -0.2355, -0.2154, -0.2050, 0.0776, 0.3846, -0.4797, 0.0239, -0.0942, -0.1903, 0.1895, 0.1694, 0.2145, 0.1599, 0.1872, 0.1706, 0.2237, 0.2140, 0.1894, 0.1803, 0.1929, 0.1823, 0.2015, 0.2316, 0.1920, 0.2108, 0.1934, 0.1725, 0.2138, 0.2230, 0.2215, 0.2098, 0.2094, 0.4749], "de_lowest_kcal_mol": 28.2, "mol_weight_da": 296.4, "charge": 0, "orbital_gap_ev": 10.3}